# 1
The following is a DFT calculation (ωB97M-V with the def2-TZVPD basis set) of a structure of composition C48H76Cl4HgN2O22S at a distorted geometry.

The geometry in ORCA input format:
```
! wB97M-V def2-TZVPD RIJCOSX def2/J DEFGRID3
* xyz 0 1
Hg 0.7282 -0.1687 2.5324
S 0.4711 0.8946 -0.2646
O 1.7588 0.9572 0.5174
O 0.0537 2.2543 -0.7357
O 0.4762 -0.0762 -1.3473
O -0.4856 0.4022 0.7918
C -7.1474 -1.4920 -2.9472
C -7.6934 -0.0699 -3.0655
C -6.7156 1.0665 -3.1150
C -5.6050 0.8827 -2.2426
N -4.6457 0.5170 -1.6886
H -6.7564 -1.7727 -3.9491
H -7.9396 -2.2081 -2.6274
H -6.3406 -1.5154 -2.1882
H -8.3866 0.1262 -2.2326
H -8.2538 0.0593 -3.9741
H -7.3131 1.9551 -3.0301
H -6.1874 1.0432 -4.0516
C 0.6668 -0.7526 -6.7220
C -0.1951 -1.9598 -6.3540
C 0.3536 -2.9519 -5.3565
C 1.8043 -3.1270 -5.3000
N 2.9280 -3.2131 -5.2831
H 1.5405 -1.0466 -7.3327
H 1.0370 -0.2096 -5.8512
H 0.1216 -0.1038 -7.3952
H -0.4486 -2.4415 -7.2674
H -1.1377 -1.6282 -5.9457
H -0.1240 -3.9409 -5.3491
H 0.1533 -2.5143 -4.3303
O -4.3214 1.1733 -5.2657
C -3.2489 1.2240 -4.7584
O -2.6966 0.0686 -4.3421
C -1.6216 0.3729 -3.4339
C -1.0978 1.7089 -3.8055
C -2.4023 2.4534 -4.4031
H -0.8853 -0.4741 -3.6034
H -1.9866 0.4195 -2.3764
H -0.4899 1.5557 -4.6706
H -0.4908 2.1507 -3.0013
H -2.0984 3.1313 -5.1602
H -3.0988 2.8787 -3.6497
O 3.0727 1.8098 3.1154
C 3.9275 1.6512 2.3002
O 4.4571 2.6437 1.5678
C 5.5087 2.1489 0.7480
C 5.8293 0.6917 1.2869
C 4.6183 0.2828 2.1257
H 6.3254 2.8745 0.7129
H 5.0962 2.0027 -0.2559
H 6.7007 0.7345 1.8803
H 6.1413 0.0592 0.4567
H 4.8561 -0.0249 3.1303
H 4.0718 -0.5593 1.6761
O 1.9209 -1.1364 4.2395
C 1.8985 -0.7006 5.3992
O 0.8237 -0.3450 5.9884
C 1.0034 0.3303 7.2886
C 2.5059 0.1441 7.4905
C 3.0111 -0.6790 6.3642
H 0.5241 -0.2597 7.9792
H 0.7621 1.3620 7.1288
H 2.7082 -0.1107 8.5287
H 2.8316 1.2249 7.4721
H 2.9990 -1.7557 6.6419
H 3.9686 -0.5161 5.9052
O -1.2717 -1.5745 3.0346
C -2.4354 -1.2815 3.1029
O -3.4509 -2.1447 3.2456
C -4.6824 -1.3846 3.3606
C -4.4477 -0.1413 2.6285
C -2.9605 0.1388 3.0356
H -4.8164 -1.2474 4.4272
H -5.5113 -1.8864 2.9623
H -5.0644 0.6358 2.9688
H -4.3254 -0.2702 1.5533
H -2.8858 0.4818 4.0545
H -2.2869 0.7127 2.4316
O -2.8622 3.1987 2.9691
C -2.8385 3.3596 1.7802
O -2.2948 4.5344 1.2956
C -2.2357 4.5336 -0.1533
C -3.2722 3.5578 -0.6572
C -3.4403 2.6186 0.6239
H -1.1798 4.2720 -0.3503
H -2.4288 5.5850 -0.3725
H -2.8804 2.9102 -1.4886
H -4.2187 3.9816 -1.0303
H -2.8740 1.6650 0.4728
H -4.5006 2.3213 0.8940
O 0.2466 -2.6141 7.8250
C 0.1078 -3.2402 6.7882
O 1.1453 -3.8708 6.1916
C 0.6879 -4.4866 4.8912
C -0.7672 -4.1496 4.7549
C -1.2703 -3.4576 6.0451
H 0.9971 -5.5239 4.8714
H 1.3434 -4.0426 4.1088
H -1.3292 -5.0823 4.5690
H -0.8437 -3.6045 3.8268
H -1.8478 -4.0574 6.7298
H -1.6996 -2.4551 5.9407
O 0.1098 1.5692 4.2184
C 0.1535 2.7112 3.7735
O -0.1023 3.7612 4.5508
C -0.1714 5.0192 3.7581
C 0.5370 4.6345 2.4336
C 0.4245 3.1562 2.3157
H 0.3081 5.6262 4.4008
H -1.2717 5.2593 3.6898
H 1.6745 4.7225 2.5114
H 0.2070 5.1971 1.5591
H 1.3359 2.7298 1.9457
H -0.3079 2.7990 1.5816
O 6.2779 -0.9767 -2.0702
C 5.7838 -0.7329 -3.0914
O 6.3362 0.2504 -3.9162
C 5.8561 0.1378 -5.1983
C 4.4881 -0.5634 -5.1474
C 4.4756 -1.1668 -3.7336
H 6.5452 -0.4620 -5.8041
H 5.7938 1.1594 -5.6260
H 4.4095 -1.2899 -5.9309
H 3.6233 0.1085 -5.2116
H 4.5820 -2.2063 -3.9117
H 3.7550 -0.8861 -2.9491
O 1.9832 -2.2671 1.6950
C 2.0564 -2.8682 0.6215
O 1.7201 -4.1440 0.4774
C 2.1171 -4.6547 -0.8700
C 2.2150 -3.3521 -1.7079
C 2.7182 -2.3669 -0.6056
H 1.3109 -5.3207 -1.2619
H 3.0358 -5.2009 -0.7452
H 1.1931 -3.0553 -1.9598
H 2.7984 -3.4793 -2.5618
H 2.4010 -1.2678 -0.6945
H 3.7780 -2.4276 -0.4282
Cl -1.2792 -3.7632 -2.3352
C -1.3908 -2.5722 -1.0501
C -2.8760 -2.1412 -0.8267
Cl -3.7365 -3.5034 0.0370
H -0.9524 -1.6366 -1.3861
H -0.9125 -2.7744 -0.1127
H -3.5040 -1.8217 -1.6706
H -2.8465 -1.3502 -0.0602
Cl 3.4750 4.8190 -2.1153
C 2.1896 3.5370 -2.2070
C 2.6336 2.2937 -2.8711
Cl 2.9086 2.5353 -4.6054
H 1.2040 3.9358 -2.5579
H 2.0861 3.2847 -1.1255
H 1.8030 1.5785 -2.7249
H 3.6006 1.9325 -2.4218
*
```

The calculation puts the calculated total energy at -164134.23352 eV. The value obtained for the largest force on an atom is 4.23 eV/A. As for the HOMO energy: -9.405 eV.

These are the Mulliken partial charges, in e, on atoms 1 to 8: 4.415 -0.152 -0.713 -0.643 0.600 -3.351 -0.804 -0.609


# 2
The following is a DFT calculation (ωB97M-V with the def2-TZVPD basis set) of a cluster of 11 separate species, C48H76N11O in total at a distorted geometry.

The geometry in ORCA input format:
```
! wB97M-V def2-TZVPD RIJCOSX def2/J DEFGRID3
* xyz 1 1
C -1.6891 -2.7303 -1.8920
C -1.2395 -1.4114 -2.5299
N -0.3050 -0.5981 -1.5892
C -1.1705 0.0626 -0.4000
C 0.8267 -1.4035 -0.8438
C 1.8661 -2.1041 -1.6660
C 0.1726 0.5177 -2.5398
C 1.2393 1.5373 -2.1036
O 0.9261 2.1446 -0.8522
C 1.6503 3.3887 -0.7693
H -2.0693 -2.6589 -0.8730
H -0.7884 -3.3439 -1.8736
H -2.2465 -3.4472 -2.4950
H -2.1731 -0.8875 -2.7345
H -0.7814 -1.6146 -3.4979
H -0.7527 0.9611 0.0541
H -1.4834 -0.6574 0.3562
H -2.0529 0.3319 -0.9803
H 0.2608 -2.1655 -0.3079
H 1.3558 -0.7736 -0.1286
H 2.3752 -2.8125 -1.0125
H 2.6581 -1.4979 -2.1056
H 1.4950 -2.6188 -2.5523
H -0.6880 0.9418 -3.0572
H 0.7166 -0.0590 -3.2879
H 1.1845 2.1855 -2.9782
H 2.2650 1.1712 -2.0601
H 2.7294 3.2459 -0.8265
H 1.5588 3.6312 0.2894
H 1.3382 4.0553 -1.5733
C 2.0601 -5.8948 11.7947
C 2.1735 -4.8635 10.6896
C 1.8118 -5.3534 9.2410
C 1.9303 -4.2885 8.2086
N 2.0141 -3.4970 7.3333
H 2.4404 -5.5276 12.7479
H 2.6988 -6.7422 11.5457
H 1.0387 -6.2749 11.7719
H 3.2178 -4.5624 10.7730
H 1.5260 -4.0117 10.8980
H 0.7429 -5.5647 9.2721
H 2.4257 -6.2238 9.0094
C 2.6088 12.9598 -1.1677
C 3.5266 12.9132 -2.4582
C 5.0177 12.7678 -2.0496
C 5.3726 11.6393 -1.1899
N 5.7230 10.7661 -0.4490
H 2.6097 11.9774 -0.6955
H 1.5817 13.1249 -1.4930
H 2.7904 13.7457 -0.4346
H 3.5393 13.7946 -3.0993
H 3.2989 11.9994 -3.0069
H 5.3504 13.6755 -1.5462
H 5.5801 12.5627 -2.9605
C 4.3428 6.9798 7.5795
C 4.2893 5.6078 8.3049
C 3.7122 4.5879 7.3079
C 2.3852 4.7687 6.8858
N 1.3171 4.8011 6.4144
H 5.1807 7.0245 6.8839
H 4.4703 7.7968 8.2897
H 3.4281 7.2608 7.0575
H 3.6784 5.5904 9.2075
H 5.2843 5.4409 8.7173
H 3.8815 3.5444 7.5736
H 4.2366 4.6144 6.3527
N 10.2590 -4.5059 1.5447
C 11.3067 -3.8490 1.0232
C 10.9217 -2.5111 0.7605
C 9.5577 -2.5124 0.9319
C 9.1485 -3.7250 1.3828
H 10.3218 -5.3744 2.0566
H 12.2895 -4.2944 0.9791
H 11.5719 -1.7062 0.4511
H 8.9233 -1.6705 0.6973
H 8.1556 -3.9802 1.7226
N 3.7422 -9.4830 0.2089
C 5.0680 -9.8977 0.1877
C 5.4165 -10.1939 -1.1275
C 4.2372 -10.1642 -1.8829
C 3.2097 -9.6547 -1.0583
H 3.2078 -9.1394 0.9941
H 5.6250 -9.8044 1.1083
H 6.3866 -10.3890 -1.5600
H 4.2380 -10.2975 -2.9546
H 2.1636 -9.4497 -1.2313
N -3.6215 -11.1512 -4.7072
C -4.4363 -10.5628 -5.5429
C -4.3830 -11.0862 -6.8051
C -3.2976 -11.9567 -6.7682
C -2.9165 -12.1267 -5.4489
H -3.4276 -10.9482 -3.7370
H -5.2022 -9.8305 -5.3342
H -5.1407 -10.9500 -7.5625
H -2.8280 -12.6072 -7.4911
H -2.1149 -12.6937 -4.9992
N -7.9377 -2.9499 -9.8288
C -8.4199 -4.1799 -9.7074
C -8.4201 -4.5863 -8.3938
C -8.1138 -3.5058 -7.6623
C -7.7233 -2.5002 -8.5268
H -7.7081 -2.4208 -10.6580
H -8.8275 -4.6364 -10.5973
H -8.7191 -5.5213 -7.9435
H -8.0753 -3.5293 -6.5832
H -7.3700 -1.5071 -8.2917
N -2.9530 5.8859 -7.5233
C -1.6772 6.3587 -7.6799
C -1.1120 6.6337 -6.4192
C -2.1719 6.4676 -5.4524
C -3.2586 6.0561 -6.1877
H -3.5027 5.4603 -8.2560
H -1.2498 6.2826 -8.6688
H -0.0884 6.9628 -6.3176
H -2.1763 6.6559 -4.3889
H -4.3015 5.8455 -6.0022
N -10.2724 -5.3020 1.3610
C -11.0019 -4.5639 0.4523
C -10.4895 -3.2626 0.2506
C -9.4536 -3.2262 1.1976
C -9.3063 -4.4899 1.8700
H -10.3533 -6.2884 1.5626
H -11.7954 -5.0831 -0.0645
H -10.8507 -2.4236 -0.3256
H -8.9279 -2.3420 1.5266
H -8.7254 -4.7870 2.7307
N -2.8299 9.9504 5.1483
C -3.1151 10.6530 6.2497
C -2.9443 11.9699 5.9362
C -2.5895 12.0458 4.5994
C -2.4951 10.7363 4.1598
H -2.9303 8.9471 5.0891
H -3.5247 10.1433 7.1093
H -3.0632 12.7743 6.6471
H -2.3451 12.9134 4.0044
H -2.0268 10.3486 3.2672
*
```

The calculation puts the calculated total energy at -69432.64927 eV. The value obtained for the largest force on an atom is 5.40 eV/A. As for the HOMO energy: -9.034 eV. The relative energy (zero: lowest compared OMol25 entry of this formula, charge and spin) is 116.4 kcal per mole.

These are the Löwdin partial charges, in e, on atoms 1 to 8: -0.064 -0.162 -0.188 0.066 -0.146 -0.071 -0.086 -0.199


# 3
The following is a DFT calculation (ωB97M-V with the def2-TZVPD basis set) of a structure of composition C48H78N5O4S3SbSi4Ti at a distorted geometry.

The geometry in ORCA input format:
```
! wB97M-V def2-TZVPD RIJCOSX def2/J DEFGRID3
* xyz -2 1
Ti -0.4896 0.4086 -0.1273
C -5.2015 4.2781 -0.5262
S -3.6582 5.2133 -0.7032
C -2.5213 3.7938 -1.1067
S -2.4392 3.3880 -2.7240
N -1.9759 3.4016 -0.0028
N -1.0310 2.4360 0.2091
C -0.3929 2.7290 1.3393
C 0.7281 2.0064 1.7644
C 1.4810 2.3709 2.9036
C 2.6333 1.7062 3.2055
C 3.0580 0.6721 2.3485
C 2.2675 0.3344 1.2841
N 1.1116 0.9462 0.9768
H -6.0267 4.9850 -0.6038
H -5.2672 3.5470 -1.3319
H -5.2236 3.7805 0.4410
H -0.6989 3.6312 1.8563
H 1.1266 3.1902 3.5167
H 3.2146 1.9646 4.0815
H 3.9946 0.1593 2.5140
H 2.5681 -0.4630 0.6278
C 3.7126 -2.6065 -0.5226
Sb 2.5733 -1.2480 -1.8711
C 0.5528 -1.3514 -0.8411
C -0.1803 -0.9443 -2.0216
C -0.6973 -1.7517 -3.0498
C -1.0670 -1.1702 -4.2358
C -0.9546 0.2119 -4.3878
C -0.5358 0.9633 -3.3153
N -0.1583 0.4147 -2.1537
Si 0.1813 -2.9879 -0.0232
C -1.6585 -3.4236 -0.0998
C 1.0410 -4.5020 -0.8570
C 0.9335 -2.9262 1.7162
C 4.7053 1.0006 -3.0629
C 3.6827 2.0100 -2.9708
C 3.2764 2.7871 -4.0877
C 2.5089 3.9144 -3.9074
C 2.1093 4.2712 -2.6202
C 2.4469 3.4059 -1.5960
N 3.1731 2.3034 -1.7478
Si 4.9252 0.0773 -4.6220
C 3.2892 -0.4052 -5.4807
C 5.8144 -1.5753 -4.2987
C 5.9683 0.9201 -6.0008
Si 6.0334 1.1304 -1.7859
C 5.7126 2.3266 -0.3474
C 6.6355 -0.4793 -0.9578
C 7.6074 1.8410 -2.6331
H 3.1831 -3.5372 -0.3303
H 3.9879 -2.1323 0.4198
H 4.6303 -2.8254 -1.0717
H -0.7549 -2.8212 -2.8888
H -1.4368 -1.7815 -5.0503
H -1.2052 0.6980 -5.3196
H -0.4748 2.0340 -3.3772
H -2.1842 -2.6792 -0.6998
H -2.0885 -3.3728 0.8953
H -1.8471 -4.4127 -0.5243
H 1.4296 -4.2567 -1.8496
H 0.3399 -5.3324 -0.9658
H 1.8780 -4.8611 -0.2535
H 0.4368 -2.1527 2.2996
H 2.0012 -2.6988 1.6747
H 0.8166 -3.8795 2.2380
H 3.6540 2.5348 -5.0720
H 2.2309 4.5354 -4.7526
H 1.5282 5.1624 -2.4319
H 2.1498 3.6335 -0.5782
H 3.0479 -1.4526 -5.2876
H 3.3268 -0.2548 -6.5630
H 2.4606 0.1912 -5.0901
H 5.2019 -2.1972 -3.6403
H 6.7824 -1.4226 -3.8147
H 5.9861 -2.1279 -5.2262
H 5.3486 1.5694 -6.6252
H 6.4417 0.1820 -6.6558
H 6.7587 1.5362 -5.5650
H 4.8457 2.0054 0.2299
H 5.4947 3.3284 -0.7234
H 6.5771 2.3912 0.3218
H 5.9384 -0.7904 -0.1757
H 7.6205 -0.3450 -0.5017
H 6.7064 -1.2994 -1.6756
H 7.3434 2.7178 -3.2296
H 8.0557 1.1077 -3.3114
H 8.3749 2.1441 -1.9131
C -3.4965 -2.9160 4.7429
C -2.1915 -3.1950 3.9893
C -2.2784 -4.5816 3.3470
C -1.0074 -3.1612 4.9636
O -1.9930 -2.2664 2.9364
Si -2.0186 -0.6177 2.8464
O -1.2841 -0.2210 1.4816
O -1.1511 -0.0985 4.1554
C -1.3503 0.8864 5.1602
C -1.7486 2.2329 4.5564
C -0.0134 1.0170 5.8940
C -2.4358 0.4380 6.1449
O -3.5270 -0.0879 3.2469
C -4.8030 0.1269 2.6491
C -5.7841 0.3029 3.8123
C -5.2335 -1.0793 1.8185
C -4.7633 1.4140 1.8277
H -3.6215 -3.6290 5.5602
H -4.3413 -2.9964 4.0579
H -3.4796 -1.9050 5.1427
H -2.3971 -5.3456 4.1183
H -1.3747 -4.7863 2.7722
H -3.1319 -4.6254 2.6685
H -1.1949 -3.8258 5.8096
H -0.8617 -2.1417 5.3130
H -0.0968 -3.4722 4.4500
H -1.0065 2.5374 3.8222
H -1.8330 2.9953 5.3327
H -2.7042 2.1327 4.0431
H 0.7827 1.1389 5.1605
H 0.1904 0.1140 6.4739
H -0.0262 1.8745 6.5699
H -3.3828 0.3552 5.6139
H -2.5365 1.1654 6.9535
H -2.1828 -0.5330 6.5749
H -5.8304 -0.6116 4.4083
H -6.7788 0.5227 3.4211
H -5.4655 1.1254 4.4564
H -5.2289 -1.9788 2.4396
H -4.5418 -1.2231 0.9917
H -6.2347 -0.9266 1.4122
H -4.5755 2.2676 2.4852
H -5.7035 1.5640 1.2948
H -3.9591 1.3583 1.0998
S -2.8793 -0.1713 -0.9553
C -3.8561 -0.2890 -2.4053
C -4.6121 0.7969 -2.8592
C -5.4983 0.6557 -3.9135
C -5.6612 -0.5712 -4.5456
C -4.9200 -1.6578 -4.1011
C -4.0328 -1.5222 -3.0452
H -4.4833 1.7555 -2.3786
H -6.0709 1.5154 -4.2442
H -6.3508 -0.6792 -5.3749
H -5.0417 -2.6238 -4.5804
H -3.4721 -2.3783 -2.6914
*
```

The calculation puts the calculated total energy at -160360.16395 eV. The value obtained for the largest force on an atom is 1.70 eV/A. As for the HOMO energy (spin up / spin down): -0.787 / -0.784 eV.

These are the Löwdin partial charges, in e, on atoms 1 to 8: 0.806 -0.431 0.689 -1.143 0.560 -0.111 -0.069 -0.125


Question: Which of these has the lowest calculated total energy?
Answer: C48H76Cl4HgN2O22S


Question: Among the records above, which one has the highest calculated total energy?
Answer: C48H76N11O